(1)
62
Properties=species:S:1:pos:R:3 method="wB97M-V/def2-TZVPD" homo_ha=-0.2913 gap_ha=0.2520 de_lowest_kj_mol=29.84
Pd 0.2360 -0.8059 0.7587
C -1.7677 1.3315 -0.7881
P -0.2021 1.3453 0.1296
C -0.3827 2.6983 1.3110
C 1.0366 1.9158 -1.0532
C 1.1739 3.2462 -1.4469
C 2.1523 3.5901 -2.3614
C 2.9913 2.6149 -2.8909
C 2.8523 1.2939 -2.5074
C 1.8746 0.9466 -1.5761
P 1.6598 -0.7467 -0.9799
C 3.3067 -1.2081 -0.3931
C 1.3217 -1.7411 -2.4485
H -1.9331 2.2887 -1.2843
H -2.5886 1.1309 -0.0984
H -1.7453 0.5306 -1.5278
H -0.6800 3.6138 0.7970
H 0.5610 2.8605 1.8301
H -1.1567 2.4509 2.0355
H 0.5325 4.0138 -1.0339
H 2.2728 4.6235 -2.6570
H 3.7659 2.8925 -3.5929
H 3.5208 0.5442 -2.9122
H 4.0243 -1.1442 -1.2123
H 3.2786 -2.2272 -0.0130
H 3.6093 -0.5216 0.4003
H 2.0574 -1.5160 -3.2209
H 0.3173 -1.5435 -2.8261
H 1.3975 -2.7944 -2.1792
O -2.2542 -2.0622 -3.2478
S -2.6286 -2.7853 -2.0630
O -3.9763 -2.7008 -1.5927
N -1.5706 -2.3605 -0.8563
C -0.8166 -3.3563 -0.5176
S 0.4557 -3.2002 0.6309
C -1.0815 -4.6377 -1.2326
C -0.4738 -5.8708 -1.0756
C -0.9116 -6.9194 -1.8755
C -1.9278 -6.7339 -2.8084
C -2.5392 -5.4945 -2.9657
C -2.0919 -4.4685 -2.1621
H 0.3161 -6.0086 -0.3488
H -0.4599 -7.8965 -1.7697
H -2.2470 -7.5669 -3.4206
H -3.3316 -5.3425 -3.6857
N -0.4967 -0.7626 2.8616
C 0.7805 -0.3378 3.4185
C 1.8742 -1.1760 3.2233
C 3.1502 -0.6537 3.3250
C 3.3289 0.6947 3.6109
C 2.2426 1.4617 3.9993
C 0.9567 0.9412 3.9070
S 4.8904 1.4729 3.1940
O 4.7141 1.6425 1.7544
O 5.8973 0.4960 3.5612
O 4.8968 2.7103 3.9498
H -0.8080 -1.6504 3.2434
H -1.2065 -0.0679 3.0673
H 1.7226 -2.2056 2.9167
H 4.0235 -1.2588 3.1169
H 2.4164 2.4859 4.3048
H 0.0965 1.5565 4.1461

(2)
30
Properties=species:S:1:pos:R:3 method="wB97M-V/def2-TZVPD" homo_ha="-0.0512 / -0.0646" total_charge=-1 gap_ha="0.1613 / 0.1713" s_squared=6.1045 de_lowest_kj_mol=0.00 multiplicity=5
C 1.7604 -0.1389 -3.2228
C 0.6750 0.4597 -4.0921
C -0.4029 -0.4937 -4.0962
C -0.0040 -1.5867 -3.3042
C 1.2109 -1.2153 -2.5484
Cr 0.0751 0.4791 -2.0431
P -0.3875 2.9285 -1.2778
H 2.7274 0.3603 -3.0049
H 0.3830 1.4702 -4.4620
H -1.4229 -0.3242 -4.5430
H 1.3917 -1.8673 -1.6772
H -0.7218 -2.3695 -3.2465
H -1.3073 3.3924 -0.2959
H -0.5377 4.0442 -2.1517
H 0.6135 3.5421 -0.4734
N -1.1808 -1.6688 4.8288
C -0.1891 -0.7286 4.5361
O 0.5888 -0.1601 5.3013
C -0.1513 -0.5379 3.0476
C -0.9654 -1.0919 2.0475
C -0.8470 -0.7288 0.6977
N 0.0746 0.1378 0.2268
C 0.9671 0.5489 1.1732
C 0.8708 0.2665 2.5266
H -1.4518 -1.7295 5.8079
H -1.8850 -1.8624 4.0972
H -1.7522 -1.8025 2.2060
H -1.5495 -1.1542 -0.0366
H 1.7821 1.1530 0.7920
H 1.6355 0.6775 3.1871

(3)
46
Properties=species:S:1:pos:R:3 method="wB97M-V/def2-TZVPD" homo_ha=-0.1786 total_charge=-1 gap_ha=0.2895
C 1.2459 3.6397 2.7649
C 1.3915 3.4146 1.2643
C 1.0770 1.9815 0.8196
C -0.4271 1.7110 0.6496
Ta -0.7459 -0.0927 -0.6822
C 1.0034 -1.2791 -0.0393
C 1.1954 -2.5951 -0.8073
C 2.5705 -2.7242 -1.4147
O 3.5721 -2.6714 -0.4039
C 4.8068 -2.2210 -0.8817
C -2.3975 -0.7533 0.7320
C -3.0248 -2.1292 0.6625
C -4.3307 -2.2867 1.4127
Cl -1.8426 -3.3653 1.3007
P -2.1696 1.7246 -1.9948
O -3.4659 1.9867 -1.2960
O -1.4180 3.1941 -2.2084
O -2.3240 1.3861 -3.5844
H 1.6741 4.5933 3.0856
H 0.1976 3.6346 3.0741
H 1.7549 2.8442 3.3197
H 2.4046 3.6883 0.9524
H 0.7081 4.0919 0.7377
H 1.4788 1.2902 1.5719
H 1.6324 1.7729 -0.1008
H -0.9162 2.6198 0.2877
H -0.8991 1.4828 1.6140
H -1.6536 -1.2419 -1.8193
H 0.4396 0.3841 -2.0486
H 0.8929 -1.4544 1.0404
H 1.8988 -0.6604 -0.1630
H 0.4983 -2.7066 -1.6487
H 1.0021 -3.4406 -0.1407
H 2.7461 -1.9146 -2.1384
H 2.6729 -3.6769 -1.9580
H 4.7266 -1.1985 -1.2781
H 5.2126 -2.8584 -1.6838
H 5.5116 -2.2320 -0.0492
H -2.0894 -0.5602 1.7702
H -3.2017 -0.0315 0.5037
H -3.1676 -2.4238 -0.3767
H -5.0768 -1.6305 0.9561
H -4.7081 -3.3110 1.3919
H -4.2110 -1.9920 2.4588
H -1.8109 3.8000 -1.5591
H -2.4342 2.2108 -4.0935